The following is a quantum chemistry calculation of 13 unconnected molecules or ions with the total composition C62H129F6N14O16S6, from the OMol25 dataset.

Each line ends with the Mulliken charge.
Atoms and positions in Å:
C 0.660 -0.450 10.784  -1.20
C -0.219 -1.338 11.651  -0.20
N -0.693 -0.771 12.823  0.21
C 0.039 -0.005 13.766  -0.27
C -0.743 0.249 14.871  -0.46
N -1.923 -0.529 14.767  0.12
C -1.863 -1.154 13.523  -0.19
C -2.871 -0.804 15.808  -0.87
H 1.421 0.090 11.348  0.35
H 0.101 0.317 10.248  0.35
H 1.128 -1.106 10.050  0.35
H 0.237 -2.258 12.017  0.35
H -1.121 -1.473 11.054  0.28
H 0.955 0.524 13.548  0.32
H -0.696 0.805 15.796  0.45
H -2.611 -1.787 13.068  0.38
H -2.484 -1.078 16.789  0.37
H -3.436 -1.690 15.520  0.32
H -3.625 -0.025 15.925  0.34
C -4.844 9.980 -1.698  -1.06
C -3.952 11.016 -1.105  -0.47
N -2.564 10.560 -0.794  0.18
C -2.255 9.996 0.434  -0.36
C -0.908 9.619 0.465  -0.41
N -0.436 9.907 -0.798  0.14
C -1.366 10.535 -1.522  -0.12
C 0.976 9.705 -1.196  -0.89
H -4.834 9.062 -1.110  0.31
H -4.493 9.678 -2.684  0.33
H -5.804 10.348 -2.060  0.37
H -4.238 11.317 -0.097  0.29
H -4.016 11.910 -1.725  0.37
H -2.994 9.945 1.221  0.39
H -0.246 9.228 1.223  0.47
H -1.206 10.916 -2.519  0.42
H 1.607 9.709 -0.307  0.35
H 1.315 10.627 -1.669  0.38
H 1.278 8.822 -1.759  0.31
C 0.179 -7.948 5.051  -0.96
C 0.949 -9.059 4.194  -0.68
N 0.409 -9.323 2.874  0.18
C 0.576 -8.634 1.710  -0.19
C -0.259 -9.064 0.657  -0.44
N -0.926 -10.148 1.228  0.13
C -0.642 -10.199 2.575  -0.19
C -1.734 -11.065 0.523  -0.83
H 0.626 -7.921 6.045  0.35
H -0.876 -8.174 5.209  0.33
H 0.274 -6.931 4.669  0.33
H 1.147 -10.009 4.692  0.42
H 1.965 -8.696 4.038  0.35
H 1.372 -7.904 1.707  0.43
H -0.214 -8.912 -0.411  0.41
H -1.052 -10.905 3.282  0.38
H -2.544 -11.449 1.143  0.31
H -0.966 -11.794 0.265  0.38
H -2.254 -10.650 -0.340  0.32
C 9.406 0.677 -8.552  -1.37
C 10.167 -0.603 -8.586  -0.35
C 9.501 -1.769 -7.866  -0.79
N 10.404 -2.941 -7.370  0.16
C 10.943 -3.793 -8.612  -1.05
C 11.570 -2.616 -6.430  -0.55
C 11.525 -3.617 -5.410  -0.65
C 10.044 -3.857 -5.085  -0.51
C 9.561 -3.955 -6.515  -0.57
H 9.762 1.437 -9.248  0.37
H 9.182 1.096 -7.571  0.33
H 8.453 0.311 -8.934  0.34
H 11.153 -0.403 -8.166  0.36
H 10.512 -0.792 -9.602  0.37
H 8.650 -2.166 -8.419  0.53
H 9.067 -1.432 -6.925  0.43
H 11.563 -3.068 -9.139  0.39
H 10.275 -4.269 -9.330  0.29
H 11.505 -4.564 -8.084  0.48
H 12.495 -2.568 -7.005  0.30
H 11.339 -1.635 -6.014  0.41
H 12.032 -4.539 -5.693  0.31
H 12.004 -3.248 -4.503  0.38
H 9.808 -4.747 -4.501  0.35
H 9.637 -2.980 -4.581  0.30
H 9.520 -4.949 -6.959  0.34
H 8.529 -3.628 -6.640  0.40
C -1.633 3.101 1.386  -1.38
C -0.774 1.859 1.055  -0.25
C 0.711 2.333 0.706  -0.72
N 1.777 1.134 0.597  0.20
C 1.846 0.301 1.855  -1.14
C 3.220 1.592 0.511  -0.55
C 3.870 1.019 -0.707  -0.52
C 2.973 -0.134 -1.101  -0.71
C 1.615 0.248 -0.603  -0.79
H -1.203 3.562 2.275  0.36
H -2.605 2.824 1.795  0.40
H -1.586 3.810 0.560  0.35
H -1.223 1.308 0.229  0.35
H -0.804 1.200 1.923  0.30
H 1.139 2.781 1.603  0.40
H 0.917 2.940 -0.176  0.48
H 2.140 1.077 2.562  0.49
H 2.646 -0.438 1.810  0.40
H 0.849 -0.073 2.088  0.31
H 3.822 1.602 1.419  0.44
H 3.068 2.656 0.326  0.29
H 4.862 0.590 -0.564  0.28
H 3.990 1.775 -1.482  0.35
H 3.375 -1.070 -0.713  0.36
H 2.889 -0.287 -2.177  0.39
H 0.826 -0.479 -0.414  0.42
H 1.100 0.914 -1.295  0.49
C 12.514 0.010 8.559  -1.34
C 11.838 0.309 7.163  -0.18
C 12.807 1.173 6.279  -1.03
N 12.322 1.580 4.833  0.24
C 12.247 0.314 3.931  -0.84
C 10.886 2.222 4.989  -0.67
C 10.844 3.444 4.014  -0.61
C 12.229 3.430 3.273  -0.58
C 13.163 2.706 4.210  -0.70
H 13.503 -0.442 8.496  0.37
H 11.891 -0.718 9.079  0.39
H 12.436 0.869 9.225  0.36
H 10.941 0.879 7.403  0.30
H 11.609 -0.585 6.584  0.41
H 13.844 0.836 6.258  0.49
H 12.970 2.129 6.777  0.41
H 13.156 0.211 3.338  0.31
H 11.430 0.375 3.212  0.40
H 12.197 -0.566 4.572  0.32
H 10.276 1.351 4.752  0.49
H 10.755 2.729 5.945  0.28
H 10.050 3.231 3.299  0.27
H 10.774 4.405 4.524  0.40
H 12.161 2.839 2.360  0.31
H 12.466 4.463 3.017  0.41
H 14.025 2.213 3.760  0.44
H 13.497 3.238 5.101  0.37
C -13.298 -0.752 -10.021  -1.22
C -12.033 0.209 -9.891  -0.38
C -11.389 0.242 -8.510  -0.73
N -10.011 1.045 -8.396  0.08
C -10.233 2.438 -8.985  -0.93
C -8.762 0.309 -8.982  -0.63
C -7.533 0.843 -8.238  -0.48
C -8.082 1.692 -7.029  -0.68
C -9.550 1.187 -6.907  -0.56
H -13.832 -0.920 -9.086  0.35
H -12.930 -1.727 -10.340  0.34
H -13.932 -0.349 -10.812  0.36
H -12.422 1.176 -10.212  0.32
H -11.243 -0.035 -10.602  0.36
H -11.319 -0.781 -8.140  0.35
H -12.056 0.805 -7.857  0.39
H -9.522 3.245 -8.809  0.39
H -11.181 2.759 -8.554  0.37
H -10.199 2.328 -10.069  0.36
H -8.708 0.322 -10.070  0.41
H -8.956 -0.701 -8.619  0.34
H -6.850 1.495 -8.783  0.31
H -6.945 -0.040 -7.989  0.34
H -8.058 2.769 -7.195  0.32
H -7.553 1.466 -6.104  0.39
H -10.125 1.991 -6.447  0.39
H -9.654 0.180 -6.504  0.44
C -11.793 0.842 0.431  -1.46
C -12.175 -0.607 -0.003  -0.23
C -13.381 -1.188 0.756  -0.56
N -13.842 -2.512 0.047  0.12
C -12.644 -3.545 0.257  -0.95
C -14.142 -2.371 -1.443  -0.81
C -15.408 -3.257 -1.834  -0.50
C -15.710 -3.884 -0.557  -0.62
C -15.153 -3.119 0.601  -0.63
H -10.916 1.251 -0.072  0.38
H -11.766 0.983 1.512  0.36
H -12.570 1.533 0.106  0.37
H -11.274 -1.221 -0.031  0.35
H -12.276 -0.482 -1.081  0.28
H -14.297 -0.599 0.808  0.38
H -13.068 -1.507 1.750  0.43
H -12.339 -3.601 1.301  0.32
H -11.874 -3.189 -0.428  0.39
H -12.968 -4.533 -0.072  0.38
H -13.194 -2.539 -1.953  0.41
H -14.321 -1.322 -1.679  0.44
H -15.302 -3.975 -2.648  0.31
H -16.188 -2.507 -1.958  0.31
H -15.478 -4.947 -0.495  0.36
H -16.775 -3.699 -0.415  0.35
H -14.980 -3.680 1.520  0.38
H -15.805 -2.295 0.889  0.42
N 0.939 7.900 -7.198  -0.24
S 0.819 6.439 -7.124  1.04
O 1.469 5.819 -6.004  -0.61
O 0.667 5.683 -8.421  -0.58
F -0.723 6.339 -6.676  -0.32
S 2.368 7.867 -8.125  1.09
O 2.227 7.540 -9.509  -0.50
O 3.599 7.472 -7.439  -0.57
F 2.657 9.492 -8.188  -0.30
N -5.894 -1.399 8.289  -0.22
S -6.037 -0.045 7.765  1.03
O -7.288 0.327 7.132  -0.58
O -4.783 0.657 7.326  -0.62
F -6.206 0.595 9.237  -0.32
S -5.800 -2.141 6.725  1.07
O -4.530 -2.058 5.997  -0.57
O -7.042 -2.129 6.014  -0.54
F -5.756 -3.642 7.215  -0.26
N 2.487 -3.581 -8.634  -0.26
S 1.228 -2.575 -9.024  1.07
O 0.505 -1.941 -7.948  -0.58
O 0.558 -2.769 -10.317  -0.55
F 2.201 -1.366 -9.539  -0.31
S 1.570 -4.856 -8.497  1.08
O 1.055 -5.327 -9.762  -0.54
O 0.860 -5.049 -7.256  -0.59
F 2.862 -5.854 -8.431  -0.32
C 3.735 5.154 7.472  -0.76
C 3.905 6.296 6.541  0.52
O 4.117 6.033 5.305  -0.77
O 3.554 7.428 6.870  -0.70
H 4.243 5.256 8.432  0.23
H 3.906 4.198 6.978  0.30
H 2.657 5.016 7.552  0.19
C 9.585 -6.304 3.376  -0.73
C 8.287 -5.601 3.401  0.54
O 7.994 -4.868 4.394  -0.75
O 7.656 -5.661 2.316  -0.74
H 10.228 -5.800 2.655  0.19
H 9.437 -7.369 3.199  0.22
H 10.153 -6.187 4.299  0.27

Summary:
HOMO energy ... -8.1 eV
Relative energy (zero: lowest compared OMol25 entry of this formula, charge and spin) ... 1573.86 kJ/mol
HOMO-LUMO gap ... 3.4 eV
E ... -201280.070 eV
Net charge ... +3
2S+1 ... 1

---

The following is a quantum chemistry calculation of a molecular structure, C28H36IrN12S2, from the OMol25 dataset.

Each line ends with the Löwdin spin population.
Atoms and positions in Å:
Ir -0.816 0.606 -1.015  2.73
C 3.542 -2.476 3.951  0.02
C 3.279 -1.014 3.531  0.02
C 3.860 -0.055 4.590  0.02
C 3.955 -0.750 2.187  0.00
C 1.788 -0.807 3.466  0.12
C 1.018 -1.030 4.681  0.16
C -0.344 -0.929 4.736  0.00
C -1.008 -0.591 3.553  0.18
S -2.679 -0.459 3.277  0.06
C -2.362 -0.076 1.602  0.08
N -1.069 -0.024 1.281  0.14
C -0.273 -0.334 2.335  0.14
C 1.120 -0.439 2.315  -0.01
C -3.372 0.078 0.617  0.08
C -4.741 -0.014 0.945  0.05
C -5.686 0.040 -0.054  0.01
C -5.264 0.163 -1.376  0.09
C -3.908 0.258 -1.703  0.05
C -2.931 0.241 -0.723  0.25
H 4.619 -2.638 3.988  0.00
H 3.118 -3.183 3.237  0.00
H 3.148 -2.701 4.940  0.00
H 4.942 -0.182 4.620  0.00
H 3.486 -0.260 5.592  0.00
H 3.652 0.988 4.348  0.00
H 5.026 -0.920 2.287  0.00
H 3.822 0.286 1.864  0.00
H 3.593 -1.424 1.406  0.00
H 1.556 -1.303 5.577  0.01
H -0.884 -1.121 5.652  0.00
H 1.653 -0.277 1.390  0.00
H -5.062 -0.135 1.973  0.00
H -6.739 -0.024 0.180  0.00
H -6.006 0.187 -2.165  0.00
H -3.655 0.345 -2.751  0.00
N 3.304 -0.635 -1.743  0.00
C 2.406 0.340 -1.692  0.01
N 1.215 -0.190 -1.429  0.07
C 1.474 -1.533 -1.334  0.00
N 2.733 -1.833 -1.522  0.00
C 0.401 -2.502 -1.089  0.01
C 0.623 -3.857 -0.885  0.00
N -0.385 -4.697 -0.683  0.00
C -1.607 -4.180 -0.690  0.00
C -1.840 -2.821 -0.891  0.01
N -0.829 -1.981 -1.090  0.11
H 4.297 -0.574 -1.930  0.00
H 2.634 1.380 -1.858  0.00
H 1.627 -4.264 -0.885  0.00
H -2.433 -4.863 -0.531  0.00
H -2.841 -2.411 -0.889  0.00
C 1.473 5.001 2.315  0.00
C 0.525 4.878 1.186  0.01
N -0.206 5.828 0.689  0.02
N -0.909 5.252 -0.319  0.03
C -0.636 3.967 -0.469  0.05
S -1.323 2.881 -1.610  0.32
N 0.277 3.700 0.490  0.01
N 0.824 2.429 0.676  0.05
H 1.535 6.049 2.598  0.00
H 2.470 4.658 2.034  0.00
H 1.128 4.431 3.179  0.00
H -1.555 5.814 -0.861  0.00
H 0.687 2.149 1.643  0.00
H 1.827 2.480 0.503  0.00
N -0.955 -0.532 -7.176  0.00
C -1.934 -0.647 -6.023  0.00
C -1.285 -0.761 -4.632  0.00
N -1.148 0.469 -3.844  0.09
H -1.452 -0.598 -8.073  0.00
H -0.263 -1.288 -7.169  0.00
H -0.449 0.357 -7.189  0.00
H -2.524 -1.535 -6.241  0.00
H -2.588 0.221 -6.100  0.00
H -0.308 -1.247 -4.690  0.00
H -1.916 -1.443 -4.059  0.00
H -2.017 0.993 -3.842  0.00
H -0.437 1.097 -4.207  0.00

Summary:
HOMO energy (spin up / spin down) ... -17.4 / -19.0 eV
Relative energy (zero: lowest compared OMol25 entry of this formula, charge and spin) ... 399.07 kJ/mol
HOMO-LUMO gap (spin up / spin down) ... 6.8 / 5.4 eV
E ... -71970.279 eV
⟨S²⟩ ... 8.797
Net charge ... +4
2S+1 ... 6

---

The following is a quantum chemistry calculation of 7 unconnected molecules or ions with the total composition C47H57N6O8P, from the OMol25 dataset.

Each line ends with the Mulliken charge.
Atoms and positions in Å:
C -1.870 3.733 5.487  0.28
C -2.056 2.871 4.681  -1.40
C -2.234 2.085 3.462  1.34
C -1.022 2.210 2.524  1.27
C -0.707 3.660 2.145  -0.84
C -0.898 4.041 0.663  -1.55
C -2.266 3.798 0.024  -0.84
C -3.501 4.181 0.868  -0.66
C -4.654 3.203 0.616  -0.72
C -5.807 3.309 1.635  -1.00
C -5.877 2.150 2.653  0.63
C -5.736 2.663 4.100  -1.52
O -1.288 1.349 1.397  -0.19
C -0.091 1.034 0.875  0.07
O 0.128 0.604 -0.209  -0.63
O 0.887 1.259 1.795  -0.55
C 0.192 1.441 3.069  1.34
C 1.073 2.076 4.119  -1.72
O 2.310 1.370 4.104  -0.31
C 3.172 1.631 5.122  0.69
C 2.637 2.161 6.423  -1.05
O 4.336 1.384 4.965  -0.60
P -0.060 -0.317 3.678  1.04
O -0.160 -0.375 5.138  -0.82
O 1.180 -1.177 3.165  -0.59
O -1.340 -0.952 2.949  -0.56
H -1.842 4.542 6.180  0.47
H -2.401 1.048 3.751  0.67
H -3.135 2.425 2.960  -1.19
H 0.347 3.823 2.355  0.22
H -1.239 4.359 2.778  0.50
H -0.097 3.579 0.087  0.40
H -0.706 5.113 0.610  0.66
H -2.369 2.759 -0.277  0.14
H -2.301 4.368 -0.904  0.71
H -3.291 4.291 1.930  0.46
H -3.845 5.154 0.517  0.50
H -5.030 3.407 -0.386  0.64
H -4.288 2.175 0.619  0.18
H -6.736 3.271 1.063  0.25
H -5.796 4.280 2.128  0.55
H -6.796 1.586 2.536  -0.12
H -5.032 1.478 2.498  0.07
H -6.689 2.991 4.511  0.41
H -5.351 1.872 4.741  0.34
H -5.061 3.516 4.120  0.30
H 0.540 2.002 5.062  0.44
H 1.266 3.130 3.924  0.62
H 2.217 3.157 6.300  0.31
H 3.433 2.131 7.152  0.33
H 1.826 1.515 6.765  0.34
H 1.116 -1.387 2.220  0.38
H -1.147 -1.859 2.669  0.32
N 3.125 -1.868 -3.509  -0.58
C 4.419 -1.912 -3.190  -0.27
C 4.964 -1.271 -2.090  -0.35
C 4.117 -0.540 -1.272  -0.44
C 2.768 -0.481 -1.585  -0.31
C 2.325 -1.162 -2.708  -0.61
H 5.046 -2.494 -3.860  0.46
H 6.021 -1.342 -1.876  0.28
H 4.505 -0.024 -0.403  0.51
H 2.073 0.076 -0.976  0.52
H 1.277 -1.144 -2.988  0.56
N 8.138 -1.489 -0.253  -0.49
C 8.727 -1.992 -1.337  -0.13
C 9.443 -3.178 -1.345  -0.48
C 9.558 -3.885 -0.159  -0.16
C 8.954 -3.378 0.978  -0.42
C 8.258 -2.182 0.877  -0.19
H 8.615 -1.406 -2.244  0.40
H 9.898 -3.537 -2.258  0.36
H 10.109 -4.816 -0.123  0.36
H 9.018 -3.895 1.925  0.36
H 7.769 -1.752 1.745  0.38
N 4.946 3.015 -5.392  -0.57
C 4.447 1.927 -4.807  -0.24
C 3.928 0.846 -5.504  0.17
C 3.925 0.899 -6.888  -0.59
C 4.439 2.023 -7.514  -0.28
C 4.936 3.047 -6.722  -0.33
H 4.466 1.927 -3.722  0.42
H 3.539 -0.012 -4.975  0.29
H 3.529 0.076 -7.469  0.41
H 4.456 2.106 -8.592  0.37
H 5.349 3.944 -7.173  0.34
N -9.149 0.748 2.317  -0.44
C -9.756 -0.313 2.844  -0.19
C -10.273 -1.356 2.090  -0.45
C -10.157 -1.293 0.712  -0.17
C -9.529 -0.195 0.146  -0.65
C -9.044 0.792 0.991  0.18
H -9.830 -0.322 3.925  0.36
H -10.755 -2.195 2.573  0.36
H -10.548 -2.086 0.088  0.38
H -9.417 -0.103 -0.925  0.37
H -8.542 1.666 0.589  0.23
N -0.929 -3.275 0.288  -0.40
C -1.588 -4.433 0.280  -0.38
C -2.890 -4.571 -0.175  -0.32
C -3.548 -3.444 -0.643  -0.42
C -2.879 -2.231 -0.641  -0.67
C -1.575 -2.202 -0.171  -0.09
H -1.039 -5.289 0.657  0.38
H -3.375 -5.537 -0.161  0.39
H -4.566 -3.511 -1.003  0.39
H -3.353 -1.327 -0.995  0.46
H -1.009 -1.281 -0.159  0.69
N 2.985 -6.600 -7.187  -0.57
C 2.343 -5.489 -7.544  -0.22
C 2.314 -4.335 -6.775  -0.61
C 2.985 -4.328 -5.562  0.32
C 3.656 -5.479 -5.176  -0.50
C 3.626 -6.580 -6.020  -0.24
H 1.828 -5.533 -8.498  0.35
H 1.777 -3.462 -7.120  0.37
H 2.985 -3.440 -4.927  0.61
H 4.193 -5.524 -4.238  0.38
H 4.141 -7.497 -5.754  0.34

Summary:
HOMO energy ... -9.4 eV
HOMO-LUMO gap ... 9.7 eV
E ... -84272.755 eV
Structure (SMILES) ... C#CC[C@]1(CCCCCCCC)OC(=O)O[C@]1(COC(C)=O)P(=O)(O)O.c1ccncc1.c1ccncc1.c1ccncc1.c1ccncc1.c1ccncc1.c1ccncc1
Net charge ... 0
2S+1 ... 1